Entry 1:
8
Properties=species:S:1:pos:R:3:forces:R:3:lowdin_charge:R:1 method="wB97M-V/def2-TZVPD" smiles="C#CC=C=C=O" homo_energy_ev=-9.414 e_tot_ha=-266.8164 fmax_ev_per_a=1.22 gap_ev=8.300 spin_multiplicity=1
O 3.14042 -1.71929 0.35064 -1.12 0.37 -0.33 0.1733
C 2.08930 -1.25896 0.13719 0.70 -0.21 0.16 -0.1943
C 0.94809 -0.77323 -0.30777 -0.03 0.16 0.22 -0.0092
C 0.01523 -0.01593 0.28980 0.10 -0.03 -0.04 -0.1387
C -1.14821 0.58209 -0.29676 -0.39 0.26 -0.12 -0.1205
C -2.13897 1.19693 -0.61489 0.49 -0.30 0.10 0.1377
H 0.10275 0.23702 1.34600 0.02 -0.05 0.00 0.1147
H -3.00862 1.75138 -0.90421 0.23 -0.20 0.02 0.0369

Entry 2:
8
Properties=species:S:1:pos:R:3:forces:R:3:lowdin_charge:R:1 method="wB97M-V/def2-TZVPD" homo_energy_ev=-9.773 e_tot_ha=-266.7472 fmax_ev_per_a=1.59 gap_ev=9.366 spin_multiplicity=1
O -2.90380 -0.44563 0.07638 0.17 0.20 0.23 0.0525
C -2.00411 0.25204 0.48613 -0.34 -0.11 -0.03 -0.2959
C -0.62761 0.05157 0.13259 0.06 -0.12 -0.20 0.0336
C 0.48788 -0.12036 -0.28894 -1.20 0.04 -1.04 -0.1307
C 1.79999 -0.32838 -0.77309 -0.02 0.29 1.52 -0.0428
C 2.44368 -0.27082 0.27665 1.04 -0.26 -0.59 0.1944
H -2.18676 1.09917 1.16870 -0.12 0.00 -0.05 0.1140
H 2.97246 -0.21056 1.19443 0.40 -0.05 0.15 0.0749

Entry 3:
47
Properties=species:S:1:pos:R:3:forces:R:3:lowdin_charge:R:1 method="wB97M-V/def2-TZVPD" smiles="CCNCCNC=O.O.O.O.O.O.O.O.O.O" homo_energy_ev=-8.781 e_tot_ha=-1070.3370 fmax_ev_per_a=5.25 gap_ev=8.709 spin_multiplicity=1
C -0.83495 1.96513 0.18778 0.13 -2.21 -3.21 -0.1812
N 0.45904 1.48642 -0.43735 0.16 0.57 1.63 -0.0753
C 1.59245 1.94900 0.38239 -0.40 0.73 -1.30 -0.2987
C 1.90376 3.46398 0.24854 -0.54 0.49 0.60 -0.0864
C -1.82688 2.20333 -1.03600 0.91 3.49 3.81 -0.2356
N -1.82978 1.13696 -1.95668 0.99 1.26 -1.21 0.0224
C -1.27816 1.36366 -3.22020 -2.80 -0.39 0.41 -0.3261
O -1.75279 0.79586 -4.17653 1.32 -0.29 -0.37 0.0377
H -1.20930 1.03609 0.64258 0.08 0.61 0.72 0.0697
H -0.73550 2.81305 0.85997 -0.04 0.08 -0.04 0.1105
H 0.60505 1.72999 -1.40538 -0.38 0.41 -0.06 0.0699
H 1.30412 1.62292 1.36994 0.54 0.39 0.30 0.0662
H 2.49789 1.42982 0.06092 -0.34 -0.08 0.20 0.0918
H 2.96986 3.65974 0.42290 -0.09 -0.10 -0.85 0.0668
H 1.48324 4.14022 0.99897 -0.51 -0.44 0.34 0.0543
H 1.45532 3.87219 -0.68088 0.94 -0.32 0.10 0.0757
H -1.42242 3.20164 -1.42833 -0.48 -1.64 -0.52 0.1327
H -2.77447 2.59477 -0.50852 0.73 -1.35 -1.51 0.1293
H -2.14088 0.20659 -1.76051 -0.32 -0.01 0.07 0.1191
H -0.58155 2.20885 -3.27567 0.21 -0.03 -0.02 0.1267
H -2.37078 -1.94111 0.93410 0.22 0.14 0.68 0.0478
H -0.82207 -1.72272 1.07216 -0.35 0.34 0.45 0.0475
O -1.56300 -1.71514 0.46136 0.14 -0.01 -1.30 -0.0528
H 0.27282 -3.21535 -2.88516 -0.05 0.73 -0.14 -0.0174
H -0.79445 -2.21778 -3.49241 0.24 0.18 0.15 0.0104
O -0.49739 -3.12747 -3.47149 -0.44 -0.86 -0.25 -0.0777
H 1.21110 -2.91100 -0.91947 0.18 -0.41 -0.49 -0.0002
H 1.41328 -1.66852 -1.71471 0.20 0.15 -0.34 0.0478
O 1.58281 -2.61586 -1.78208 0.06 0.38 0.59 -0.0841
H 0.91189 0.29380 3.08541 0.36 0.39 -0.01 -0.0092
H -0.05564 1.09141 4.03098 0.32 -0.06 -0.23 0.0497
O 0.29420 0.21834 3.81772 -0.70 -0.36 0.16 -0.0446
H -1.78910 -0.88507 3.11428 0.02 -0.45 0.25 0.0284
H -2.00564 -2.42653 3.21785 0.13 0.16 0.27 0.0579
O -2.43465 -1.59980 2.97563 -0.12 0.26 0.06 -0.0544
H -0.66389 -3.18949 0.11653 0.15 0.13 -0.01 -0.0030
H -0.37561 -4.44153 -0.62316 1.03 0.55 0.75 0.0968
O 0.07237 -3.82399 0.01683 -1.32 -1.16 -0.69 -0.0793
H -3.32498 -0.13016 -0.22737 0.24 -0.25 0.24 0.0108
H -3.06992 0.62691 1.10940 0.05 -0.35 -0.16 0.0245
O -3.67371 0.53136 0.36758 -0.83 0.25 0.24 -0.0421
H 4.09547 -1.72401 -0.24136 -0.17 0.25 -0.13 0.0590
H 3.70444 -3.06186 0.26830 -0.27 -0.15 0.16 0.0614
O 3.52095 -2.12812 0.41738 0.54 -0.28 -0.07 -0.0485
H 3.56081 -0.24175 1.63160 0.26 0.35 0.27 0.0447
H 2.26892 -0.86608 1.62596 -0.14 0.29 -0.03 0.0436
O 2.64774 0.01134 1.80618 0.14 -1.38 0.50 -0.0862